108
Properties=species:S:1:pos:R:3:forces:R:3:lowdin_charge:R:1 method="wB97M-V/def2-TZVPD" lumo_energy_ev=-1.1 max_force_ev_per_a=5.6 energy_ha=-4141.51114 smiles="[H]/N=C(/C)C[C@]1(ON=O)[C@H](P(=N)(O)O)C(=O)O[C@@]1(Cl)CCC(=O)O.O=[N+]([O-])c1ccccc1.O=[N+]([O-])c1ccccc1.O=[N+]([O-])c1ccccc1.O=[N+]([O-])c1ccccc1.O=[N+]([O-])c1ccccc1" total_charge=0
H 3.047 -0.086 1.585 -0.436 -0.433 0.325 0.023
N 2.389 -0.488 2.279 -2.952 1.909 -0.692 0.116
C 1.185 0.039 2.116 1.999 -1.373 0.545 -0.334
C 0.089 -0.446 3.202 0.746 0.375 -0.344 -0.070
C 0.926 1.136 0.974 0.658 -0.394 2.033 -0.046
C 0.007 0.718 -0.272 1.549 2.679 -2.543 -0.314
O -0.460 -0.623 -0.503 1.205 1.700 -0.043 -0.066
N -1.233 -1.162 0.461 -2.521 -1.166 1.489 0.018
O -2.277 -0.615 0.622 1.587 -0.081 -0.140 0.040
C 0.953 0.904 -1.594 -0.839 0.043 -1.355 -0.148
P 2.380 -0.312 -1.878 4.617 -0.434 -1.456 0.711
N 3.744 0.428 -2.325 -2.125 -1.508 1.966 -0.153
O 1.944 -1.327 -3.209 -1.350 1.871 2.400 -0.201
O 2.691 -1.352 -0.573 -1.540 0.764 -2.005 -0.194
C 1.226 2.500 -1.714 1.589 -0.846 0.192 -0.315
O 2.144 3.121 -2.257 -4.573 -1.931 2.561 0.129
O 0.103 2.995 -0.932 0.931 0.548 -0.227 -0.061
C -0.926 1.998 -0.587 -0.332 0.123 -1.976 -0.611
Cl -2.083 2.600 0.738 1.651 -0.481 -0.492 0.695
C -1.861 2.065 -1.877 -0.508 -0.320 -0.644 -0.166
C -2.905 0.889 -2.112 -0.698 -0.578 -1.252 -0.080
C -3.280 0.945 -3.692 -2.358 1.596 -1.632 -0.366
O -4.317 1.473 -4.148 3.674 -1.906 2.086 0.070
O -2.345 0.387 -4.651 -0.312 1.325 1.872 -0.008
H -0.896 0.143 3.125 1.510 -0.997 0.156 0.071
H 0.594 -0.269 4.225 -0.982 -0.175 -1.634 0.089
H -0.067 -1.583 3.106 0.094 1.867 -0.003 0.082
H 0.543 2.066 1.540 0.080 -1.543 -1.197 0.090
H 1.993 1.455 0.648 -1.829 -0.744 0.096 0.144
H 0.350 0.727 -2.575 0.476 0.207 1.697 0.129
H 4.460 0.127 -1.619 -0.797 0.381 -0.955 -0.048
H 0.995 -1.162 -3.419 0.752 -0.485 0.026 0.054
H 2.500 -2.291 -0.794 0.026 0.847 0.124 0.090
H -2.468 3.047 -1.810 1.208 -1.586 -0.092 0.137
H -1.211 2.140 -2.820 -0.740 -0.080 1.472 0.112
H -2.536 -0.173 -1.926 -0.108 1.573 -0.170 0.111
H -3.878 1.015 -1.512 1.536 -0.024 -1.029 0.124
H -1.777 1.118 -5.017 -0.688 -0.709 0.412 0.074
O 2.405 3.987 3.997 -0.598 0.087 -0.385 0.087
N 1.399 4.195 3.335 0.250 -0.382 0.355 -0.329
O 0.480 3.396 3.201 0.365 0.372 0.138 0.034
C 1.286 5.485 2.651 -0.085 0.748 -0.424 -0.139
C 2.326 6.408 2.747 0.104 0.001 0.035 0.000
C 2.225 7.622 2.076 -0.214 -0.160 -0.030 -0.066
C 1.091 7.908 1.321 -0.013 -0.042 0.015 -0.069
C 0.051 6.987 1.237 0.245 -0.010 0.134 -0.060
C 0.145 5.769 1.903 -0.095 -0.076 -0.026 0.001
H 3.215 6.197 3.332 -0.210 -0.158 -0.045 0.119
H 3.031 8.345 2.138 -0.080 -0.124 0.024 0.109
H 1.017 8.855 0.794 0.008 -0.116 0.070 0.108
H -0.831 7.217 0.650 0.093 -0.082 0.083 0.110
H -0.671 5.058 1.827 0.236 -0.037 0.101 0.091
O 5.277 0.785 0.255 0.596 -0.236 0.028 0.044
N 6.352 0.282 -0.046 -0.350 -0.320 -0.011 -0.330
O 6.480 -0.818 -0.562 -0.104 0.591 0.240 0.082
C 7.567 1.051 0.236 0.697 0.477 0.178 -0.136
C 7.465 2.294 0.857 -0.082 0.045 0.040 0.003
C 8.623 3.009 1.144 0.060 -0.237 -0.122 -0.066
C 9.868 2.485 0.808 -0.029 -0.019 -0.011 -0.074
C 9.962 1.248 0.178 -0.227 0.137 0.088 -0.067
C 8.809 0.524 -0.111 0.034 -0.099 -0.041 0.001
H 6.501 2.713 1.124 0.049 -0.239 -0.117 0.120
H 8.555 3.975 1.634 -0.043 -0.127 -0.066 0.108
H 10.770 3.044 1.039 -0.111 -0.065 -0.036 0.107
H 10.934 0.845 -0.085 -0.146 0.009 0.011 0.108
H 8.896 -0.441 -0.599 -0.226 0.128 0.084 0.120
O -5.220 -4.788 2.906 -0.516 0.269 -0.433 0.055
N -6.225 -4.566 2.242 -0.076 -0.492 0.225 -0.330
O -7.154 -5.350 2.111 0.522 0.399 0.090 0.082
C -6.318 -3.275 1.556 -0.021 0.765 -0.402 -0.141
C -5.264 -2.369 1.650 0.096 -0.028 0.040 0.006
C -5.347 -1.155 0.976 -0.263 -0.074 -0.058 -0.069
C -6.476 -0.852 0.221 -0.005 -0.062 0.031 -0.065
C -7.530 -1.757 0.140 0.227 -0.028 0.119 -0.063
C -7.455 -2.975 0.807 -0.098 -0.055 -0.033 0.000
H -4.378 -2.592 2.235 -0.195 -0.137 -0.050 0.120
H -4.530 -0.445 1.037 -0.150 -0.137 0.056 0.081
H -6.535 0.095 -0.308 -0.006 -0.107 0.068 0.107
H -8.409 -1.514 -0.448 0.090 -0.078 0.087 0.110
H -8.282 -3.673 0.733 0.234 -0.027 0.127 0.120
O 2.103 1.645 -5.132 -1.012 0.154 -0.359 0.105
N 1.057 1.813 -5.734 0.749 -0.111 0.396 -0.312
O 0.009 2.197 -5.214 0.131 -0.200 0.046 0.026
C 1.045 1.535 -7.172 -0.082 -0.123 -0.835 -0.138
C 2.202 1.062 -7.789 0.141 -0.038 0.066 0.008
C 2.180 0.776 -9.150 -0.248 0.095 0.090 -0.061
C 1.013 0.966 -9.884 0.001 0.015 0.051 -0.068
C -0.136 1.448 -9.264 0.216 -0.051 0.103 -0.062
C -0.125 1.734 -7.903 -0.092 0.012 0.037 0.000
H 3.118 0.910 -7.228 -0.234 0.072 0.103 0.125
H 3.073 0.401 -9.639 -0.089 0.055 0.115 0.111
H 0.998 0.736 -10.945 0.001 0.038 0.132 0.109
H -1.042 1.596 -9.842 0.090 -0.002 0.122 0.111
H -1.028 2.106 -7.431 0.217 -0.038 0.064 0.118
O -3.040 -8.994 9.095 -0.442 -0.186 -0.407 0.068
N -3.897 -9.372 8.308 0.082 -0.300 0.520 -0.349
O -4.613 -10.348 8.482 0.346 0.493 -0.089 0.068
C -4.073 -8.607 7.071 -0.082 0.429 -0.703 -0.150
C -3.251 -7.510 6.818 0.078 0.059 0.041 -0.004
C -3.406 -6.801 5.631 -0.195 -0.262 0.065 -0.061
C -4.377 -7.185 4.711 0.060 -0.042 -0.128 -0.069
C -5.202 -8.275 4.975 0.235 0.080 0.219 -0.059
C -5.052 -8.992 6.158 -0.085 -0.072 -0.025 -0.004
H -2.490 -7.201 7.526 -0.167 -0.218 0.022 0.117
H -2.767 -5.950 5.421 -0.064 -0.108 0.064 0.109
H -4.492 -6.633 3.783 -0.002 -0.157 0.274 0.076
H -5.959 -8.568 4.255 0.077 0.019 0.112 0.109
H -5.699 -9.841 6.350 0.207 0.093 0.159 0.117

140
Properties=species:S:1:pos:R:3:forces:R:3:lowdin_charge:R:1 method="wB97M-V/def2-TZVPD" lumo_energy_ev=0.2 max_force_ev_per_a=4.8 energy_ha=-7047.55995 smiles="FC(F)C(F)(F)COC(F)(F)C(F)F.FC(F)C(F)(F)COC(F)(F)C(F)F.FC(F)C(F)(F)COC(F)(F)C(F)F.FC(F)C(F)(F)COC(F)(F)C(F)F.FC(F)C(F)(F)COC(F)(F)C(F)F.O=C1OCCO1.O=C1OCCO1.O=C1OCCO1.O=C1OCCO1.O=C1OCCO1" total_charge=0
F -0.939 -7.064 1.253 0.198 -2.109 0.367 0.107
C -1.014 -6.630 -0.007 0.076 3.041 0.137 -0.306
F 0.096 -6.940 -0.769 -1.107 -0.435 0.746 0.074
C -2.331 -6.945 -0.732 0.621 0.657 -0.283 -0.444
F -3.364 -6.592 0.086 0.333 -0.870 0.055 0.125
F -2.331 -8.250 -1.036 -0.703 -0.673 -0.017 0.134
C -2.511 -6.121 -2.015 0.969 -0.071 0.255 -0.066
O -2.647 -4.796 -1.545 0.489 2.912 -1.176 -0.003
C -2.480 -3.726 -2.536 -0.461 -3.148 1.896 -0.464
F -1.270 -3.800 -3.157 -0.401 0.323 0.628 0.136
F -3.376 -3.984 -3.456 -1.187 0.389 -1.581 0.176
C -2.653 -2.378 -1.835 2.010 -0.507 2.851 -0.306
F -2.409 -1.366 -2.648 -0.994 0.853 -1.474 0.127
F -3.769 -2.221 -1.079 -0.197 -0.258 -1.361 0.124
H -1.019 -5.565 0.225 0.180 0.458 -1.102 0.139
H -3.366 -6.507 -2.570 -0.151 0.168 0.075 0.148
H -1.601 -6.187 -2.611 -0.020 -0.304 -0.152 0.143
H -1.833 -2.313 -1.120 0.159 -0.503 0.290 0.158
F 3.052 4.062 -0.050 0.255 1.186 -1.611 0.137
C 2.793 2.953 0.593 -1.601 -0.379 2.858 -0.318
F 1.439 2.707 0.601 -0.392 -0.469 -1.490 0.060
C 3.621 1.768 0.108 1.451 0.189 2.863 -0.453
F 3.321 1.401 -1.120 0.449 0.291 -0.943 0.154
F 3.333 0.710 0.904 -0.255 -0.169 0.265 0.115
C 5.152 2.136 0.326 0.549 0.593 -0.184 0.013
O 5.605 2.339 1.731 -0.447 -1.463 -0.207 0.015
C 6.801 3.031 1.923 -3.338 1.253 -1.603 -0.543
F 7.752 2.632 1.094 0.784 -0.323 -0.324 0.172
F 6.445 4.293 1.562 0.970 1.086 0.025 0.125
C 7.299 2.998 3.353 0.628 -2.968 -0.287 -0.357
F 8.262 3.867 3.603 0.230 1.468 -0.084 0.139
F 6.311 3.069 4.227 -0.719 0.673 0.545 0.141
H 2.834 3.185 1.657 1.626 -0.462 0.232 0.175
H 5.249 3.077 -0.214 0.363 0.046 -0.009 0.128
H 5.813 1.394 -0.123 -0.348 -0.147 -0.078 0.141
H 7.779 2.023 3.437 -0.123 -0.406 0.251 0.173
F 3.621 0.338 4.966 -0.146 -0.744 -0.890 0.102
C 2.286 0.355 4.719 -0.423 1.186 3.810 -0.342
F 1.988 1.475 4.073 -0.037 0.842 -1.809 0.107
C 1.613 -0.856 4.155 1.158 -0.697 -1.846 -0.417
F 1.727 -0.713 2.792 0.089 -0.689 -0.111 0.085
F 0.292 -0.722 4.402 0.194 -0.443 0.529 0.129
C 2.263 -2.224 4.534 -0.048 0.257 -0.043 -0.032
O 2.154 -2.408 5.940 -0.182 -1.135 1.678 0.013
C 3.112 -3.157 6.672 -0.138 1.027 -1.337 -0.472
F 3.535 -4.237 5.961 -0.982 -0.243 0.645 0.137
F 4.206 -2.414 6.754 1.202 0.936 0.501 0.154
C 2.603 -3.457 8.145 -3.096 -2.790 -2.296 -0.369
F 3.339 -4.261 8.886 2.634 -0.142 0.544 0.124
F 2.290 -2.372 8.773 0.420 2.590 1.001 0.156
H 1.801 0.541 5.677 0.163 -0.541 0.567 0.170
H 3.309 -2.233 4.229 0.031 0.406 -0.082 0.146
H 1.768 -3.007 3.960 -0.351 -0.027 0.186 0.140
H 1.695 -4.061 8.136 -0.608 0.239 -1.174 0.167
F 2.810 -5.837 -0.069 -0.216 -1.074 -1.539 0.108
C 2.596 -4.614 0.392 -1.736 -0.487 1.267 -0.331
F 3.791 -4.213 0.819 1.194 1.664 -0.407 0.102
C 1.800 -3.636 -0.582 1.352 -0.948 -0.907 -0.452
F 1.414 -2.653 0.197 0.274 1.922 1.182 0.132
F 0.630 -4.163 -0.999 0.170 -1.119 -0.212 0.117
C 2.617 -3.191 -1.826 -0.414 0.833 0.082 -0.012
O 1.784 -2.656 -2.899 -0.048 1.794 0.722 0.013
C 1.228 -1.324 -2.758 -0.513 -2.334 -0.596 -0.471
F 0.293 -1.330 -1.778 0.063 0.028 0.344 0.121
F 2.089 -0.366 -2.448 0.453 -0.295 -0.213 0.168
C 0.410 -1.052 -4.058 0.041 -1.798 -0.491 -0.328
F -0.376 0.001 -3.925 -0.187 1.431 0.392 0.116
F 1.197 -0.903 -5.134 0.816 0.524 -0.169 0.105
H 2.020 -4.738 1.309 -0.725 0.322 -0.112 0.163
H 3.189 -4.037 -2.207 -0.533 -0.141 -0.335 0.146
H 3.386 -2.466 -1.560 -0.188 0.204 0.338 0.140
H -0.243 -1.886 -4.313 0.138 -0.382 0.611 0.157
F 3.965 6.273 -8.399 0.185 1.484 -0.218 0.096
C 4.228 5.429 -7.392 -1.961 -0.631 -0.655 -0.329
F 5.294 4.726 -7.763 1.596 -0.224 0.538 0.110
C 4.381 6.127 -6.004 -0.831 -2.200 0.362 -0.443
F 3.382 7.031 -5.803 0.560 -0.204 -0.369 0.127
F 5.571 6.691 -5.938 0.969 1.156 -0.002 0.152
C 4.337 5.063 -4.869 1.244 0.205 -0.459 -0.099
O 3.137 4.368 -4.930 -2.672 -0.930 2.837 0.009
C 2.600 4.081 -3.599 0.699 -0.114 -2.175 -0.443
F 3.515 3.383 -2.892 0.243 0.812 0.161 0.137
F 2.299 5.247 -2.985 0.185 -0.980 -0.053 0.157
C 1.396 3.122 -3.711 -2.432 0.254 -1.308 -0.284
F 1.716 2.017 -4.399 1.087 -0.458 0.257 0.106
F 0.860 2.767 -2.519 1.042 0.053 0.672 0.086
H 3.408 4.717 -7.481 -0.341 0.005 1.089 0.166
H 4.556 5.519 -3.903 -0.352 0.427 -0.066 0.147
H 5.121 4.316 -4.995 0.402 0.270 -0.424 0.147
H 0.512 3.469 -4.247 0.413 1.146 -0.242 0.174
O -5.413 2.287 2.562 1.872 0.572 1.875 0.164
C -4.467 2.536 3.283 -1.905 -0.646 -2.360 -0.587
O -3.627 3.546 3.124 0.846 1.849 -0.582 0.066
C -2.592 3.563 4.117 -0.624 -0.028 -0.282 -0.104
C -2.984 2.433 5.035 0.586 -0.396 -0.268 -0.106
O -4.025 1.786 4.276 0.183 -1.474 2.614 0.072
H -1.639 3.285 3.666 0.036 0.743 -0.241 0.122
H -2.634 4.526 4.625 0.470 0.012 -0.317 0.134
H -3.204 2.771 6.048 -1.017 -0.185 -0.161 0.129
H -2.118 1.782 5.152 -0.334 -0.511 -0.124 0.120
O -6.799 0.254 -1.513 1.286 -2.946 -3.621 0.143
C -6.467 -0.389 -2.517 -1.264 2.625 2.085 -0.471
O -7.053 -1.495 -3.044 -0.655 0.497 0.958 0.075
C -6.392 -1.827 -4.229 -0.136 -1.700 -1.770 -0.160
C -5.662 -0.588 -4.646 0.514 -0.982 -0.240 -0.154
O -5.495 -0.006 -3.399 0.577 2.124 1.242 0.045
H -5.826 -2.741 -4.050 0.420 0.183 -0.057 0.123
H -7.058 -2.014 -5.071 -0.664 -0.520 0.532 0.129
H -6.278 -0.080 -5.387 -0.178 0.899 0.516 0.130
H -4.696 -0.724 -5.133 0.097 -0.261 0.303 0.134
O -6.401 3.001 -0.228 1.721 1.307 -1.436 0.163
C -5.499 3.497 -0.855 -1.632 -1.109 0.205 -0.508
O -5.507 3.754 -2.220 0.157 0.164 0.790 0.051
C -4.325 4.471 -2.544 1.098 -0.336 0.194 -0.122
C -3.423 4.373 -1.293 -0.517 0.490 -0.766 -0.146
O -4.308 3.869 -0.361 -0.467 -0.514 2.066 0.043
H -3.752 3.928 -3.296 -0.630 0.414 -0.703 0.124
H -4.532 5.520 -2.754 -0.191 -0.221 -0.470 0.126
H -3.092 5.354 -0.952 0.254 -0.075 -0.055 0.130
H -2.591 3.686 -1.447 0.035 0.055 0.142 0.111
O -4.530 0.442 0.390 2.742 -0.134 -0.648 0.160
C -3.329 0.607 0.414 -2.419 0.264 1.991 -0.528
O -2.512 0.003 1.343 -0.988 -0.250 -0.011 0.036
C -1.187 0.410 1.130 0.934 -0.036 0.012 -0.127
C -1.291 1.694 0.330 -0.604 -0.419 -0.006 -0.082
O -2.633 1.550 -0.216 0.857 0.623 -1.166 0.056
H -0.683 0.605 2.077 -0.002 -0.429 0.005 0.125
H -0.718 -0.397 0.567 0.529 0.148 0.092 0.124
H -0.507 1.787 -0.421 -0.495 -0.152 -0.333 0.109
H -1.241 2.591 0.947 -0.338 0.020 0.071 0.125
O -0.737 -3.749 2.314 -2.167 0.875 0.203 0.099
C -1.860 -3.322 2.589 2.844 -1.282 0.323 -0.587
O -2.138 -2.606 3.652 1.638 1.062 1.433 0.073
C -3.490 -2.216 3.695 -0.505 -0.127 0.610 -0.089
C -4.024 -2.816 2.420 -2.604 0.594 0.284 -0.124
O -2.973 -3.601 1.981 -0.060 -1.209 -2.970 0.102
H -3.979 -2.758 4.504 0.213 0.441 0.460 0.133
H -3.516 -1.135 3.835 -0.347 -0.133 -0.249 0.131
H -4.464 -2.115 1.710 0.931 0.237 -0.467 0.127
H -4.877 -3.463 2.628 0.153 -0.293 0.150 0.136

In eV, the gap between HOMO and LUMO values for the records above are, in order, 7.4 10.1.